Record 1
{"formula": "C21H27AuN3O2Si", "method": "ωB97M-V/def2-TZVPD", "max_force_ha_per_bohr": 0.0109, "total_charge": 1, "total_energy_ha": -1556.052355, "multiplicity": 3, "lumo_ev": [-2.173, -6.063], "symbols": ["N", "H", "H", "H", "C", "C", "C", "H", "C", "C", "Si", "C", "H", "H", "Au", "C", "H", "O", "C", "C", "C", "C", "C", "H", "H", "H", "H", "C", "C", "H", "H", "H", "H", "H", "H", "H", "H", "C", "H", "H", "N", "O", "H", "H", "H", "H", "N", "C", "C", "H", "H", "C", "C", "C", "C"], "coordinates": [[-1.783, 0.024, -0.309], [4.643, 1.619, -4.874], [-5.488, 1.115, 1.813], [3.959, 1.961, -2.533], [3.150, -3.130, 2.036], [3.412, -1.186, 0.604], [-6.913, 0.106, 0.542], [1.122, 3.524, 2.915], [5.343, -2.224, 1.644], [-2.937, 0.094, -0.372], [2.777, 0.176, -0.502], [-5.991, 1.286, 0.856], [-4.430, -1.871, -0.856], [-7.650, -0.018, 1.334], [0.430, 0.242, -0.265], [4.190, 0.806, -4.321], [4.296, -0.573, -5.960], [-0.029, 4.558, 1.171], [4.794, -1.243, 0.828], [-6.102, -1.179, 0.364], [-4.945, 1.457, -0.234], [3.033, -1.289, -2.904], [0.992, 2.740, 2.182], [-5.420, 1.735, -1.178], [5.452, -0.518, 0.358], [4.950, -3.931, 2.885], [-0.248, -0.388, 2.452], [3.415, -1.475, -4.223], [0.055, 1.643, 2.669], [-0.973, 1.852, 2.371], [1.955, 2.375, 1.824], [-6.746, -2.026, 0.125], [-6.558, 2.214, 0.945], [2.594, -2.117, -2.354], [1.531, -2.145, 1.036], [-5.573, -0.822, -1.698], [3.266, -2.434, -4.701], [2.602, -2.146, 1.218], [-7.465, 0.315, -0.380], [0.071, 1.676, 3.761], [0.424, 0.314, 2.164], [0.375, 2.748, -0.176], [6.414, -2.254, 1.805], [1.339, 0.025, 2.495], [3.368, 1.461, -0.038], [-4.214, 2.224, 0.012], [-4.236, 0.179, -0.449], [3.994, -0.426, -4.930], [0.348, 3.443, 0.819], [-5.581, -1.415, 1.297], [2.511, -3.873, 2.496], [3.230, -0.054, -2.272], [4.520, -3.165, 2.251], [3.804, 0.994, -3.001], [-5.075, -1.004, -0.742]], "mulliken_charge": [-0.611, 0.380, 0.285, 0.317, -0.616, 0.630, -0.641, 0.390, -0.651, 0.539, 0.510, -0.503, 0.453, 0.315, 0.603, -0.553, 0.385, -0.380, -0.655, -0.522, -0.746, -0.289, -0.223, 0.272, 0.350, 0.386, 0.285, -0.653, -0.646, 0.343, 0.039, 0.339, 0.335, 0.330, 0.332, 0.299, 0.378, -0.191, 0.312, 0.375, -0.512, -0.493, 0.397, 0.258, -0.251, 0.441, 0.017, -0.402, 0.635, 0.291, 0.389, 0.440, -0.450, -0.284, -0.779]}

=====

Record 2
{"formula": "C21H27CeNO2P2", "method": "ωB97M-V/def2-TZVPD", "max_force_ha_per_bohr": 0.1421, "total_charge": 1, "total_energy_ha": -2179.305473, "multiplicity": 2, "lumo_ev": [-3.974, -3.956], "symbols": ["C", "H", "H", "H", "N", "C", "C", "C", "H", "C", "H", "C", "H", "H", "C", "H", "H", "H", "O", "C", "H", "P", "Ce", "C", "O", "H", "C", "H", "C", "C", "H", "H", "H", "H", "C", "H", "H", "H", "H", "C", "H", "C", "C", "H", "P", "C", "C", "C", "H", "H", "C", "H", "C", "H"], "coordinates": [[2.717, -1.337, 1.390], [2.851, -3.439, 1.540], [-4.308, -1.485, -2.052], [2.298, 3.022, 1.241], [0.694, -0.681, 0.229], [2.775, 0.614, -0.078], [2.103, -2.654, 1.768], [-2.859, 0.804, -2.654], [0.048, 3.120, -2.836], [-1.298, -1.459, -1.821], [-2.614, 4.243, 2.286], [4.688, 0.050, 1.310], [-1.939, 1.228, -3.078], [-1.877, -2.014, -2.575], [0.863, -2.978, 0.979], [-3.362, 0.187, -3.410], [-1.172, -5.620, 0.325], [-4.780, -0.603, -0.565], [-2.805, -1.939, 2.280], [0.290, -2.025, 0.120], [5.702, 0.273, 1.642], [0.748, 2.551, -0.588], [-0.989, 0.828, 0.930], [-0.742, -4.620, 0.249], [-1.918, 2.301, 2.026], [2.354, 4.281, -0.027], [4.102, 0.821, 0.302], [4.427, -1.640, 2.642], [2.047, -0.457, 0.525], [-2.934, 3.207, 2.456], [-3.821, -2.109, -0.441], [1.356, 4.211, -2.268], [0.623, -4.892, 1.911], [-1.941, -4.073, -1.471], [0.260, -4.224, 1.128], [-0.486, -0.912, -2.325], [-0.312, 4.407, -1.657], [-3.526, 1.630, -2.367], [1.740, 0.829, -1.958], [1.694, 3.621, 0.550], [2.900, 2.153, -1.589], [0.443, 3.677, -1.978], [2.146, 1.473, -1.161], [-3.868, 3.047, 1.897], [-2.500, -0.184, -1.164], [-0.727, -2.428, -0.802], [-2.380, -0.992, 1.756], [3.982, -1.009, 1.868], [4.682, 1.601, -0.206], [0.990, 4.227, 1.131], [-3.989, -1.205, -1.037], [-3.146, 3.066, 3.525], [-1.196, -3.741, -0.740], [1.961, -2.755, 2.837]], "mulliken_charge": [0.323, 0.500, 0.431, 0.399, 0.181, 0.351, -0.949, -1.218, 0.342, -1.219, 0.264, -0.814, 0.292, 0.606, 0.206, 0.431, 0.388, 0.389, -0.223, 0.347, 0.392, 0.704, 0.792, -0.906, -0.487, 0.403, -0.708, 0.449, 0.504, -0.744, 0.409, 0.412, 0.490, 0.427, -0.798, 0.326, 0.400, 0.411, 0.353, -1.340, 0.506, -1.212, -1.245, 0.260, 0.803, 0.289, 0.462, -0.823, 0.371, 0.390, -1.468, 0.278, -0.554, 0.425]}

=====

Record 3
{"formula": "C21H27IO2S", "method": "ωB97M-V/def2-TZVPD", "max_force_ha_per_bohr": 0.0216, "total_charge": 0, "total_energy_ha": -1662.766441, "lumo_ev": -0.908, "symbols": ["C", "H", "H", "H", "H", "O", "H", "C", "C", "C", "H", "C", "C", "C", "H", "H", "H", "C", "H", "C", "C", "H", "H", "C", "H", "H", "C", "H", "C", "H", "H", "H", "O", "C", "C", "C", "H", "C", "H", "H", "C", "H", "S", "C", "H", "I", "H", "H", "H", "C", "H", "C"], "coordinates": [[1.502, -0.357, -0.353], [1.252, 2.710, 0.798], [3.519, 1.072, 0.624], [3.409, -1.330, 2.142], [-5.750, -1.533, -1.798], [0.130, -1.759, -1.703], [3.778, -0.989, -2.846], [2.584, 1.921, 2.298], [2.924, 0.687, 1.442], [-3.100, -0.378, 1.825], [4.695, -1.455, -0.656], [2.075, 3.063, 1.418], [3.794, -0.320, 2.255], [-0.940, -0.820, 0.138], [-7.108, 2.230, -1.440], [3.289, -2.366, -0.181], [1.870, 1.670, 3.071], [-5.486, 0.545, -2.072], [4.375, -2.997, -1.441], [-4.988, -0.794, -1.548], [1.749, 0.736, -2.575], [2.866, 3.357, 0.731], [3.293, 0.539, -1.135], [-0.731, -0.475, 1.464], [-2.365, -1.260, -1.370], [1.226, 1.580, -2.130], [-2.242, -0.956, -0.344], [-1.596, -0.044, 3.362], [0.238, -1.062, -0.725], [3.743, -0.094, 3.313], [-4.107, -1.088, -2.105], [-5.317, 0.027, 0.382], [0.930, -0.513, 3.116], [-1.805, -0.273, 2.331], [0.661, -0.352, 1.954], [1.690, -0.006, 0.932], [1.064, 0.118, -3.141], [-4.779, -0.823, -0.026], [4.819, -0.338, 1.897], [2.355, -1.956, -2.565], [-3.354, -0.715, 0.474], [3.511, 2.233, 2.775], [-7.141, 0.895, -1.399], [3.909, -2.107, -1.037], [-5.246, -1.705, 0.402], [-4.659, -0.042, 3.194], [-5.573, 0.483, -3.151], [-4.809, 1.355, -1.819], [1.779, 3.937, 1.988], [3.094, -1.339, -2.071], [2.509, 1.163, -3.224], [2.465, -0.076, -1.472]], "mulliken_charge": [0.566, 0.238, 0.270, 0.330, 0.398, -0.607, 0.502, -1.035, 0.652, -0.672, 0.261, -1.246, -1.742, 0.060, 0.128, 0.179, 0.407, -0.739, 0.439, -0.874, -1.933, 0.335, 0.444, 0.344, 0.536, 0.376, -0.889, 0.577, 0.224, 0.473, 0.322, 0.572, -0.595, -0.757, 0.022, 0.215, 0.341, -0.851, 0.359, 0.345, 1.438, 0.504, -0.253, -1.119, 0.380, 0.054, 0.431, 0.375, 0.409, -0.891, 0.512, 0.184]}

=====

Record 4
{"formula": "C21H27N2O15", "method": "ωB97M-V/def2-TZVPD", "max_force_ha_per_bohr": 0.1635, "total_charge": 1, "total_energy_ha": -2054.092977, "lumo_ev": -4.639, "symbols": ["H", "O", "H", "H", "H", "O", "O", "H", "C", "H", "C", "H", "N", "C", "C", "O", "H", "C", "C", "H", "H", "C", "C", "C", "O", "O", "C", "O", "H", "C", "O", "O", "H", "H", "C", "C", "O", "C", "H", "O", "N", "H", "H", "C", "H", "H", "H", "C", "H", "O", "H", "H", "C", "O", "C", "H", "O", "H", "C", "H", "C", "H", "H", "C", "O"], "coordinates": [[-4.158, 5.840, 0.743], [-4.588, 8.601, 0.547], [1.611, 4.886, -0.102], [4.911, -2.996, 3.406], [-1.358, -5.969, 2.253], [0.049, 7.541, 2.212], [-0.684, -3.972, -5.031], [-0.262, -6.737, -4.831], [0.192, 6.451, 1.715], [1.774, -5.692, 2.106], [0.329, -4.490, 3.319], [2.144, -0.263, -2.918], [-1.916, -3.783, 3.059], [0.554, 4.865, 0.180], [-5.416, 8.191, 1.551], [-2.546, -3.835, -3.739], [-2.930, -3.710, 2.836], [0.330, 4.227, 1.515], [-1.512, -4.377, -4.029], [1.618, -6.347, 3.851], [3.336, 1.530, -3.968], [2.918, 1.759, -2.986], [0.082, -5.942, -4.162], [-1.101, -2.755, 3.729], [-0.150, 2.628, -1.820], [0.106, 6.197, 0.379], [1.671, -5.383, 3.228], [0.462, 5.314, 2.418], [1.065, 3.450, 1.735], [2.982, -4.517, 3.667], [2.896, -4.052, -1.884], [1.384, 0.989, -1.479], [0.392, -1.018, -0.306], [1.141, -2.676, 1.252], [2.030, -3.506, -1.255], [4.044, -3.719, 3.682], [1.712, 2.500, -3.111], [-3.386, 7.859, 0.674], [1.074, -2.627, 4.399], [1.607, -2.229, -1.476], [0.308, -3.151, 3.942], [3.272, 0.135, -1.602], [-2.660, 8.454, 1.237], [0.886, 2.090, -2.111], [0.935, -4.951, -5.885], [-2.968, 7.628, -0.308], [-0.380, -3.442, 0.733], [0.437, -2.037, -0.695], [0.867, -6.339, -3.515], [-4.916, 7.089, 2.183], [-3.028, 6.241, 2.059], [-0.674, 3.804, 1.615], [-3.816, 6.635, 1.413], [-1.019, -5.479, -3.395], [0.582, -3.058, 0.391], [-1.492, -1.729, 4.061], [-6.451, 8.728, 1.840], [3.642, 2.355, -2.422], [0.517, -4.718, -4.904], [-0.441, -2.217, -1.323], [2.486, 0.531, -2.248], [1.244, -4.123, -4.340], [-0.015, 4.378, -0.614], [-1.061, -4.972, 2.758], [1.342, -4.083, -0.229]], "mulliken_charge": [0.243, -0.335, 0.257, 0.352, 0.337, -0.524, -0.325, 0.293, 0.579, 0.224, 0.314, 0.223, 0.004, -0.042, 0.595, -0.549, 0.272, -0.291, 0.681, 0.415, 0.306, -0.413, -0.326, -0.181, -0.599, -0.338, -0.152, -0.349, 0.279, -0.519, -0.564, -0.237, 0.316, 0.239, 0.416, -0.129, -0.304, -0.235, 0.296, -0.177, 0.006, 0.358, 0.242, 0.620, 0.313, 0.303, 0.113, -0.262, 0.295, -0.339, 0.186, 0.272, -0.159, -0.328, 0.010, 0.372, -0.517, 0.269, -0.121, 0.237, -0.229, 0.089, 0.202, -0.671, -0.314]}